Entry 1:
{
  "formula": "C18H64N6O14",
  "method": "ωB97M-V/def2-TZVPD",
  "relative_energy_kcal_mol": 0.0,
  "orbital_gap_ev": 9.2,
  "e_lumo_ha": 0.008,
  "symbols": ["O", "O", "O", "O", "O", "O", "O", "O", "O", "O", "O", "O", "O", "O", "N", "N", "N", "N", "N", "N", "C", "C", "C", "C", "C", "C", "C", "C", "C", "C", "C", "C", "C", "C", "C", "C", "C", "C", "H", "H", "H", "H", "H", "H", "H", "H", "H", "H", "H", "H", "H", "H", "H", "H", "H", "H", "H", "H", "H", "H", "H", "H", "H", "H", "H", "H", "H", "H", "H", "H", "H", "H", "H", "H", "H", "H", "H", "H", "H", "H", "H", "H", "H", "H", "H", "H", "H", "H", "H", "H", "H", "H", "H", "H", "H", "H", "H", "H", "H", "H", "H", "H"],
  "xyz": [[-5.55, -1.57, -0.28], [-1.70, 6.54, -0.56], [-1.66, -2.77, -3.08], [2.09, -3.31, 3.50], [-0.98, 2.49, -3.40], [1.52, 2.79, 1.92], [0.17, 1.47, -0.10], [-2.53, 0.94, -1.91], [1.63, 2.34, -2.89], [-2.55, 0.49, 2.10], [-0.35, -3.09, 1.26], [2.99, -2.91, 0.72], [2.73, -2.80, -2.22], [3.03, 1.51, -0.70], [-3.52, -3.80, -2.06], [4.38, -0.35, -0.06], [-1.01, -0.56, 0.00], [0.91, -0.46, 1.14], [3.25, 0.62, 1.52], [-3.46, -1.65, -2.12], [0.07, 0.16, 0.33], [2.13, -1.23, 4.79], [1.67, -1.90, -1.97], [-4.62, -0.79, 0.47], [-0.73, 0.26, -4.41], [4.11, -3.72, 0.68], [3.58, 0.62, 0.26], [0.72, 2.33, 2.91], [2.88, -2.43, 4.25], [-1.02, 1.76, -4.61], [-2.82, -2.73, -2.35], [-3.38, 1.79, -1.23], [-1.66, -3.52, 1.19], [-1.26, 5.41, -1.29], [1.57, 2.30, 4.18], [2.47, 1.59, -3.70], [-2.28, 0.07, 3.48], [0.08, 4.93, -0.77], [1.47, 3.26, 4.72], [2.57, 2.05, 3.90], [2.42, 1.94, -4.75], [2.83, -0.63, 5.45], [-4.30, 1.29, -1.17], [-0.23, 2.90, 2.90], [2.24, -3.35, 2.53], [-1.75, -0.16, -0.65], [3.45, -2.96, 5.04], [0.38, 4.05, -1.28], [-2.51, 6.93, -0.89], [-0.02, 2.60, -3.20], [-1.78, 1.48, -2.29], [0.11, -3.93, 1.43], [-3.46, 2.69, -1.81], [-3.09, -0.77, -2.42], [4.96, -3.05, 0.72], [0.70, 5.77, -0.78], [1.14, -1.74, -2.92], [0.24, 0.05, -4.76], [3.52, 1.52, -3.31], [-4.53, -1.19, 1.53], [-1.84, 0.18, 1.50], [-1.92, -4.29, 1.90], [-1.64, -0.77, 3.47], [-2.99, 1.98, -0.21], [4.71, -0.52, -0.98], [-2.38, -2.62, 1.27], [-0.35, 2.30, -5.28], [1.81, -0.56, 4.02], [2.14, -0.94, -1.60], [-1.19, 5.77, -2.26], [1.00, -2.32, -1.28], [1.23, -1.47, 5.29], [1.85, 0.03, 1.21], [-4.43, -3.64, -1.64], [-3.63, -0.76, 0.11], [0.84, -1.40, 1.50], [1.22, 1.56, 4.90], [4.26, -1.23, 0.44], [3.65, -2.07, 3.54], [-3.25, -4.73, -2.36], [-4.93, 0.24, 0.61], [-1.80, 0.79, 4.15], [2.72, 1.39, 1.83], [-3.20, -0.24, 3.92], [-1.85, -4.00, 0.24], [-0.82, -0.21, -3.44], [-0.89, -1.57, 0.16], [2.22, 0.53, -3.71], [4.14, -4.34, -0.27], [-6.40, -1.47, 0.12], [0.99, 2.78, 1.14], [-1.41, -0.37, -5.03], [2.70, -2.85, -0.20], [1.84, 2.09, -2.01], [4.15, -4.46, 1.46], [2.37, -3.51, -2.77], [-0.06, 4.71, 0.30], [-4.30, -1.48, -1.50], [3.78, 0.09, 2.15], [-1.95, 1.82, -5.08], [0.44, 1.31, 2.66], [-2.07, 4.68, -1.25]],
  "mulliken_charge": [-0.5649, -0.5810, -0.7488, -0.5693, -0.5338, -0.6973, -0.0311, -0.4262, -0.4664, -0.5414, -0.4477, -0.0836, -0.5886, -0.7838, -0.2964, -0.2071, 2.8858, 1.3780, -0.2965, -0.0888, -0.0053, -0.3773, -0.8650, 0.6013, -0.7254, -0.9285, -0.0692, 1.0240, -0.1858, -0.5700, 0.5000, -0.6907, -1.0296, -0.0828, -1.4367, -0.6214, -0.9485, -0.3502, 0.3536, 0.3766, 0.3379, 0.3272, 0.2852, 0.4544, 0.2267, -1.2449, 0.3715, -0.2587, 0.2967, 0.4605, 0.1356, 0.1739, 0.3919, -0.1597, 0.3504, 0.5270, 0.3190, 0.5242, 0.2450, 0.2464, 0.1770, 0.4712, 0.2602, 0.1074, 0.3640, 0.0705, 0.3240, -0.3382, -0.0461, 0.3529, 0.7453, 0.4365, -0.6994, 0.1693, -0.8310, -0.2677, 0.3055, -0.0574, 0.0374, 0.2802, 0.4266, 0.2413, 0.5515, 0.4251, 0.3887, -0.1661, -0.8824, 0.1085, 0.2818, 0.3434, -0.1494, 0.3670, 0.3234, 0.2578, 0.3514, 0.3264, 0.0987, 0.4595, 0.1384, 0.4664, -0.5643, 0.0540]
}

Entry 2:
{
  "formula": "C18H66F2N6O22S2",
  "method": "ωB97M-V/def2-TZVPD",
  "charge": -2,
  "orbital_gap_ev": 8.6,
  "e_lumo_ha": 0.146,
  "symbols": ["S", "S", "F", "F", "O", "O", "O", "O", "O", "O", "O", "O", "O", "O", "O", "O", "O", "O", "O", "O", "O", "O", "O", "O", "O", "O", "N", "N", "N", "N", "N", "N", "C", "C", "C", "C", "C", "C", "C", "C", "C", "C", "C", "C", "C", "C", "C", "C", "C", "C", "H", "H", "H", "H", "H", "H", "H", "H", "H", "H", "H", "H", "H", "H", "H", "H", "H", "H", "H", "H", "H", "H", "H", "H", "H", "H", "H", "H", "H", "H", "H", "H", "H", "H", "H", "H", "H", "H", "H", "H", "H", "H", "H", "H", "H", "H", "H", "H", "H", "H", "H", "H", "H", "H", "H", "H", "H", "H", "H", "H", "H", "H", "H", "H", "H", "H"],
  "xyz": [[0.38, 1.49, -0.25], [0.02, -1.25, -0.05], [0.92, -2.35, -0.68], [-1.15, 1.40, -0.17], [-0.18, -0.53, 3.73], [3.11, 0.40, 4.13], [4.20, -3.91, -0.43], [0.98, 3.43, -6.04], [-3.55, 3.44, 2.98], [-2.30, -4.10, -1.49], [-4.25, -2.33, 2.83], [-1.60, 0.44, -4.73], [-1.12, -1.26, -0.91], [3.97, 1.89, -0.42], [2.42, -1.87, -2.90], [3.76, -1.10, -1.38], [0.66, 2.38, 0.86], [-3.38, 4.56, -2.61], [0.19, -3.19, -3.43], [1.28, 5.04, -1.92], [-5.46, -1.19, -1.54], [-0.17, -1.72, 1.29], [2.71, 0.23, -2.69], [1.07, 3.33, 4.58], [-0.50, -6.43, 3.97], [0.50, 2.04, -1.56], [0.93, 0.03, -0.16], [3.42, 3.17, 4.55], [1.88, 2.08, -4.47], [2.85, -0.93, -2.22], [2.32, 3.65, 2.65], [0.23, 3.43, -3.87], [-4.08, 0.30, -0.44], [0.04, 5.15, -1.29], [-0.03, -5.09, 3.94], [-1.13, 0.13, -3.43], [0.27, -4.57, -3.37], [3.43, 3.06, -1.05], [3.62, -4.64, -1.49], [2.24, 3.44, 3.93], [-1.07, -4.30, 3.12], [-2.95, 3.41, -1.98], [-2.48, 3.50, 2.05], [-0.44, 0.78, 3.29], [-4.45, -1.13, -0.59], [-3.17, -1.51, 2.61], [3.24, -1.02, 2.10], [-1.69, -4.36, -0.24], [3.05, 0.40, 2.67], [1.02, 2.93, -4.77], [-0.50, 4.00, -4.26], [-0.79, 5.26, -1.97], [-2.60, -1.84, 1.76], [1.75, 1.63, -3.55], [-1.76, -5.41, -0.02], [3.28, 1.34, 4.40], [1.03, -2.77, -3.10], [-3.49, -0.49, 2.50], [-2.57, 4.39, 1.50], [-2.20, -3.75, 0.52], [-5.04, -1.19, -2.41], [-3.76, 0.73, -1.43], [3.66, 1.04, -0.85], [-0.81, -3.29, 3.02], [2.15, 0.82, 2.30], [-2.33, 3.76, -1.15], [3.89, -5.71, -1.41], [4.14, -2.98, -0.72], [-3.20, 4.48, -3.56], [1.55, 3.33, 2.08], [-4.86, 0.90, -0.06], [-2.44, 2.73, -2.64], [-4.76, -1.58, 0.31], [-3.25, 0.37, 0.31], [-0.24, 4.32, -0.66], [3.90, -4.10, -2.42], [-1.26, -4.71, 2.17], [3.84, 1.08, 2.27], [-3.83, 2.92, -1.51], [-0.55, -5.00, -4.03], [-2.51, -1.60, 3.47], [0.10, 6.03, -0.66], [2.73, -1.74, 2.72], [2.50, -4.46, -1.41], [-1.87, -3.36, -1.83], [-0.62, -4.07, -0.30], [4.35, 3.13, 4.05], [-1.13, -0.13, -5.32], [0.12, -0.97, 2.95], [-2.05, -4.31, 3.70], [2.80, -1.18, 1.09], [-0.05, 0.12, -3.41], [-1.30, -0.87, -3.25], [3.23, 3.82, 2.20], [4.28, -1.36, 2.11], [0.18, -4.85, -2.33], [2.74, 3.51, -0.31], [0.44, 1.33, 3.10], [-0.99, 1.31, 4.14], [3.39, 2.89, 5.57], [-1.10, 0.68, 2.44], [-1.46, 3.49, 2.44], [1.27, 4.57, -2.77], [-3.62, 2.52, 3.30], [0.26, 3.09, -2.87], [-1.52, 0.85, -2.72], [-4.12, -3.20, 2.39], [0.00, -6.92, 4.64], [0.02, -4.65, 4.92], [4.11, 3.84, -1.38], [-2.57, 2.64, 1.45], [2.82, 2.72, -1.88], [2.42, 1.72, -5.24], [-3.54, -1.67, -0.95], [1.23, -4.87, -3.75], [0.95, -5.09, 3.60]],
  "mulliken_charge": [-0.5561, -0.3724, -0.0822, 0.1909, -0.6034, -0.6610, -0.6033, -0.9019, -0.6410, -0.6582, -0.6684, -0.6567, 0.1797, -0.5958, -0.8526, -0.8812, -0.4595, -0.6362, -0.4192, -0.6557, -0.6530, -0.4220, -0.8299, -0.6960, -0.5364, 0.0426, 0.5571, -0.6339, 0.1147, 1.4320, 0.0313, -0.0691, -0.0120, -0.3317, -0.6841, -0.5148, -0.6106, 0.1103, -0.2653, 0.5629, 0.0282, 0.2676, 0.1863, 1.2500, -0.1321, -0.3179, -1.1679, -0.1182, 1.1329, 0.2879, 0.0630, 0.3940, -0.1573, 0.0060, 0.5919, 0.3971, 0.4106, 0.3440, 0.3461, -0.1245, 0.3852, -0.0856, 0.2686, -0.1635, -0.5890, -0.2756, 0.3652, 0.4051, 0.4060, 0.0155, 0.6091, 0.0666, 0.2975, -0.3924, -0.2684, 0.1752, 0.0225, 0.2946, 0.1681, 0.1483, 0.4465, 0.3556, 0.3516, -0.0804, 0.2040, 0.0103, 0.2500, 0.3424, 0.1986, 0.3377, -0.0645, 0.2027, 0.7204, 0.2417, 0.4229, 0.1433, 0.0194, -0.8567, 0.3316, 0.2955, -0.5764, 0.1812, 0.6046, 0.3435, 0.3875, -0.3002, 0.3688, 0.2752, 0.3522, 0.4223, -0.3205, -0.2214, 0.2454, -0.0176, 0.3315, 0.4525]
}